No. 1
Computed, not measured: a single C3H8F2N2 molecule at a distorted geometry, with ωB97M-V/def2-TZVPD.

Its net charge is 0. The value obtained for the LUMO energy is 1.0 eV. The spin multiplicity is 1. For the HOMO-LUMO gap, the calculation gives 10.39 eV.

XYZ file:
```
15
Properties=species:S:1:pos:R:3:forces:R:3:lowdin_charge:R:1
C 1.36108 0.86148 -1.04406 -1.866 2.013 -1.267 -0.01
C -0.59312 0.09048 0.63039 1.881 0.750 -0.675 -0.41
C 0.79945 -0.21985 -0.13176 -0.474 -0.302 -0.734 -0.55
N -1.54620 0.30091 -0.45520 -1.682 0.650 1.844 0.04
N -0.93471 -0.94171 1.58274 -0.345 -2.112 -0.855 0.03
F 1.78068 -0.60961 0.68065 0.721 0.200 1.801 0.08
F 0.54369 -1.40918 -0.80239 -0.314 0.173 -0.815 0.02
H 1.27480 1.84680 -0.49104 0.100 -1.064 -0.663 0.10
H 0.74525 0.96296 -1.98474 -0.129 -0.027 1.278 0.09
H 2.32565 0.85425 -1.55245 0.520 -0.986 1.081 0.08
H -0.43846 1.08039 1.21209 -0.336 -1.567 -0.813 0.16
H -1.45619 -0.25184 -1.28939 0.150 -0.485 0.209 0.06
H -2.52426 0.25635 -0.05608 1.614 -0.028 -0.899 0.10
H -0.46882 -0.84869 2.47498 0.130 -0.034 -0.182 0.06
H -0.86884 -1.97273 1.22626 0.031 2.819 0.691 0.13
```
Forces are in eV/Å.

No. 2
Computed, not measured: 3 unconnected molecules or ions with the total composition C42H47F13NO10P at a distorted geometry, with ωB97M-V/def2-TZVPD.

Its net charge is 0. The value obtained for the LUMO energy is -2.6 eV. The spin multiplicity is 1. For the HOMO-LUMO gap, the calculation gives 6.86 eV.

XYZ file:
```
114
Properties=species:S:1:pos:R:3:forces:R:3:lowdin_charge:R:1
C 6.36207 0.95108 2.72255 -0.113 0.239 -0.495 -0.03
C 7.98236 1.25271 2.43929 3.217 -3.656 3.714 -0.29
O 8.84151 0.49060 3.14389 -5.122 5.147 -4.854 -0.03
O 8.43050 2.27655 1.47775 -1.154 -3.291 1.368 -0.12
C 9.03519 1.52601 0.36500 1.477 -0.279 -1.306 -0.19
C 9.23566 2.51002 -0.96010 -1.508 -0.375 -0.179 -0.16
C 8.16336 2.01096 -2.09503 1.128 0.317 -0.668 -0.25
C 8.00717 3.10103 -3.30979 -0.595 -1.190 -0.467 -0.21
C 7.19425 2.30250 -4.53401 -0.550 0.981 0.936 -0.21
C 5.93315 3.27479 -4.93385 -0.934 -0.956 -0.956 -0.20
C 4.57340 2.77782 -4.15357 -3.357 -1.489 1.591 -0.11
C 3.97530 1.29848 -4.57874 -1.957 1.668 2.612 0.05
C 2.60505 0.65821 -3.94591 1.446 2.678 1.159 -0.01
C 2.11199 -0.81895 -4.45618 -6.418 1.214 -4.460 -0.23
O 1.01973 -0.83718 -5.26937 7.538 -0.072 5.356 0.01
N 2.76804 -2.14837 -4.16179 0.898 3.614 2.966 0.13
C 3.35995 -2.22642 -2.77355 5.966 -5.642 1.257 -0.20
O 4.32515 -3.16888 -2.58786 -6.900 6.898 -0.957 -0.01
F 2.96462 -1.42981 -1.59025 0.477 -2.123 -4.374 0.01
C 1.75449 1.49687 -2.82330 3.112 2.035 -0.633 0.02
C 2.38204 2.96483 -2.36483 0.795 -1.574 -1.341 0.00
C 3.76021 3.61453 -2.99601 -0.828 -3.410 -1.698 0.06
C 1.52969 3.84079 -1.22319 1.024 4.751 -1.385 -0.17
O 1.67048 5.18598 -1.33692 -0.951 -8.133 1.358 -0.06
C 0.58200 3.08109 -0.12061 -1.457 -1.351 1.515 0.03
C 0.25932 3.73327 1.37624 -1.716 -3.082 -1.111 -0.05
C 0.87840 5.15082 1.91837 0.702 -0.503 0.371 -0.14
C 0.17439 6.49919 1.30821 -1.813 -0.147 -0.389 -0.18
O 0.87140 7.75982 1.60887 1.689 -1.566 -1.075 -0.17
C 2.20235 7.82808 0.98617 0.809 0.450 0.241 -0.08
C 2.34915 9.01945 -0.16094 1.034 -0.334 -1.189 -0.18
F 3.44965 8.54404 -1.08020 -3.261 1.759 2.586 -0.03
F 1.15007 9.17905 -1.01717 4.083 0.027 3.000 0.02
F 2.85530 10.29038 0.43241 -2.103 -3.835 -2.318 0.00
C -0.76262 2.85852 2.36100 1.335 -2.476 -3.384 -0.21
P -1.30894 3.45694 4.11621 -5.046 3.535 -2.747 0.74
O -2.57202 4.42388 3.88460 4.065 -2.957 0.858 -0.54
C -1.38763 1.39655 1.88200 2.619 2.096 -2.418 0.02
C -1.02047 0.73784 0.39176 0.873 3.242 1.178 -0.06
C -1.67766 -0.73065 0.07727 0.239 -0.869 0.359 -0.14
C -1.37216 -1.74714 1.36795 -1.040 -0.201 0.053 -0.09
C -1.40331 -3.34949 0.93016 -2.384 0.779 0.835 -0.19
F -2.71386 -3.66421 0.26048 3.742 0.765 1.969 -0.01
F -1.40134 -4.12014 2.19963 0.393 1.679 -3.903 0.00
C -0.23334 -3.77167 -0.13727 0.204 0.467 -1.649 -0.11
F 0.83104 -2.74541 -0.05423 -2.956 -3.163 -0.405 0.03
F -0.76647 -3.77343 -1.55104 1.741 0.237 4.807 0.03
C 0.44543 -5.24176 0.11634 0.384 -2.186 -2.568 -0.07
F 1.03373 -5.65900 -1.21159 -1.814 1.275 4.299 0.02
F -0.54251 -6.32209 0.45136 3.334 4.062 -0.842 0.04
C 1.74033 -5.21165 1.15975 2.202 -1.958 1.699 -0.12
F 3.03282 -4.93276 0.43629 -4.956 -0.563 2.842 0.04
F 1.54588 -4.31688 2.32541 0.797 -2.891 -4.312 0.05
F 1.89277 -6.60024 1.70850 -0.506 4.859 -1.799 0.03
C -0.04235 1.60464 -0.59820 -0.653 0.754 2.460 0.05
C 0.34106 1.03081 -2.12123 -2.361 -2.628 -3.093 -0.17
O -0.46137 0.23647 -2.83637 4.655 4.630 4.850 -0.01
H 6.10048 1.12536 3.86456 0.855 -0.262 -2.482 0.10
H 6.09258 -0.18430 2.47746 1.032 2.496 0.510 0.10
H 5.66591 1.61406 2.04741 1.520 -1.159 1.378 0.08
H 10.10788 1.15539 0.66846 -2.254 0.505 -0.319 0.14
H 8.33242 0.59519 0.12113 1.618 1.996 0.278 0.14
H 8.96132 3.64037 -0.70235 0.871 -2.490 -0.311 0.13
H 10.31359 2.41322 -1.44450 -2.247 0.318 1.356 0.13
H 7.10052 1.78267 -1.65149 2.068 0.479 -0.774 0.12
H 8.61014 1.01575 -2.57595 -1.138 1.998 1.071 0.13
H 9.01447 3.45648 -3.79283 -1.772 -0.584 1.389 0.12
H 7.36563 4.03700 -2.93943 1.522 -2.059 -0.828 0.12
H 7.86943 2.09303 -5.46750 -1.269 0.476 1.873 0.12
H 6.76507 1.27889 -4.11289 0.963 2.167 -1.000 0.10
H 6.15881 4.42477 -4.79064 -0.547 -2.496 -0.079 0.12
H 5.72983 3.10134 -6.09420 0.155 0.510 2.469 0.12
H 4.56194 0.67340 -5.37547 -1.296 1.317 1.666 0.11
H 3.58923 -2.22116 -4.81610 -0.936 -0.408 0.909 0.16
H 4.21594 4.66849 -2.67001 -1.477 -2.610 -0.627 0.12
H 2.05653 5.10433 1.73382 -2.607 0.191 0.147 0.13
H 0.76474 5.21122 3.10349 0.132 -0.286 -2.634 0.10
H -0.89510 6.58138 1.83180 2.456 -0.051 -1.043 0.16
H -0.03519 6.47775 0.15746 0.698 -0.428 2.122 0.14
H 2.56425 6.84025 0.47381 -1.079 1.916 0.704 0.12
H 3.00911 8.07739 1.82455 -1.813 -0.258 -1.853 0.16
H -1.78821 2.31189 4.84712 1.083 0.314 -0.321 0.01
H -0.30997 4.23373 4.80491 -0.017 -1.177 -0.321 0.01
H -2.10749 0.79222 2.60467 1.711 1.501 -1.680 0.10
H -1.25125 -1.27848 -0.86444 -0.636 1.668 1.581 0.10
H -2.85806 -0.71800 -0.05462 2.622 0.396 0.258 0.15
H -2.28155 -1.62195 2.13061 2.169 -0.535 -1.536 0.14
H -0.36284 -1.49044 1.90579 -1.958 -0.714 -1.159 0.14
C -6.99781 -5.32816 0.18101 -0.155 0.146 -0.618 -0.18
C -5.77708 -5.58326 1.02687 0.399 -0.501 0.179 -0.18
C -5.81915 -4.42613 2.00099 0.071 0.375 0.210 -0.21
O -7.20083 -4.09018 2.18866 0.102 -0.213 -0.263 -0.14
C -7.97549 -4.77516 1.19471 -0.300 0.032 0.312 -0.21
H -7.37207 -6.21858 -0.33042 0.016 0.114 0.058 0.12
H -6.77281 -4.56674 -0.57526 -0.059 -0.104 0.045 0.12
H -5.89154 -6.53056 1.56687 0.063 0.094 -0.049 0.12
H -4.84670 -5.62591 0.45495 -0.090 0.029 0.100 0.11
H -5.31332 -3.54457 1.59311 0.114 -0.038 -0.004 0.11
H -5.36610 -4.67336 2.96540 -0.118 0.087 -0.035 0.12
H -8.52491 -5.57973 1.69556 -0.077 -0.024 -0.084 0.11
H -8.69692 -4.08479 0.74904 0.050 0.011 0.136 0.12
C -11.58322 -4.58724 2.38984 0.566 -0.006 0.328 -0.19
C -12.17287 -5.13200 1.11458 -0.067 0.184 -0.612 -0.19
C -13.27905 -6.02483 1.63308 -0.260 -0.349 0.154 -0.21
O -13.73707 -5.44794 2.86374 0.316 0.084 -0.202 -0.14
C -12.80850 -4.43053 3.26357 -0.366 0.177 0.202 -0.21
H -11.03309 -3.65247 2.25552 -0.056 -0.107 0.059 0.12
H -10.90271 -5.32618 2.82940 -0.036 0.128 -0.018 0.11
H -12.59981 -4.31287 0.52397 0.054 -0.112 0.012 0.12
H -11.45217 -5.66497 0.48923 -0.094 0.033 0.052 0.11
H -12.90725 -7.03104 1.85368 0.008 -0.035 -0.106 0.12
H -14.11446 -6.10748 0.93184 0.006 -0.001 0.160 0.12
H -13.28827 -3.45888 3.10312 0.080 0.051 0.062 0.12
H -12.58148 -4.53612 4.32799 -0.125 -0.043 -0.083 0.12
```
Forces are in eV/Å.